Entry 1:
Entry from the Open Molecules 2025 dataset: 2 unconnected molecules or ions with the total composition C9H14O (ωB97M-V/def2-TZVPD).

```
24
Properties=species:S:1:pos:R:3:forces:R:3:lowdin_charge:R:1
C -1.7478 2.9694 1.4481 -0.7 4.3 2.1 -0.114
C -1.6092 1.8424 0.5761 -1.0 -1.0 0.0 -0.351
C -0.3727 1.2842 0.6479 0.1 -3.5 -3.2 -0.030
C -0.2317 -0.0455 0.0923 2.4 3.4 2.2 0.000
C -1.2500 -0.5387 -0.6330 0.5 -2.2 -0.4 -0.314
O -0.8145 -1.7635 -1.0995 0.6 -0.2 -0.5 0.017
C -2.4899 0.0791 -0.8054 2.2 -0.3 1.6 -0.022
C -2.7200 1.2057 -0.0696 -0.3 1.1 0.3 -0.022
H -0.9870 3.8415 1.3259 -0.6 -1.9 0.2 0.109
H -1.7825 2.7087 2.6019 -0.1 0.5 -2.4 0.126
H -2.6370 3.5231 1.1054 -0.3 -0.1 0.9 0.068
H 0.5009 1.8891 0.7021 0.6 0.3 1.3 0.109
H 0.7531 -0.5613 0.2790 -1.5 0.4 -0.7 0.104
H -1.3456 -2.4662 -1.4417 -1.4 0.1 -0.2 0.095
H -3.2175 -0.5178 -1.2031 -2.1 -1.0 -1.4 0.085
H -3.7956 1.5567 -0.0440 1.6 0.1 0.2 0.135
C 3.4787 -1.3724 -0.1240 0.3 -0.9 0.1 -0.194
C 2.4909 -2.3660 -0.7115 -3.6 3.6 -0.4 -0.209
H 4.4665 -1.6225 -0.6686 -1.3 1.3 1.1 0.097
H 3.0335 -0.3663 -0.2219 1.0 -0.2 -0.2 0.053
H 3.5385 -1.5897 0.9591 0.5 0.2 -0.5 0.063
H 1.4894 -2.4538 -0.0536 2.3 0.0 -1.9 0.100
H 2.9660 -3.2329 -0.8716 1.3 -3.7 0.0 -0.004
H 2.2834 -2.0034 -1.7904 -0.4 -0.5 1.7 0.099
```
Positions in Å, forces in eV/Å.

The SMILES is Cc1ccc(O)cc1.CC. The value obtained for the energy above the lowest of the compared OMol25 structures with the same formula, charge and spin is 268.1 kJ/mol.

Entry 2:
Entry from the Open Molecules 2025 dataset: 8 unconnected molecules or ions with the total composition C24H64O8 (ωB97M-V/def2-TZVPD).

```
96
Properties=species:S:1:pos:R:3:forces:R:3:lowdin_charge:R:1
C 0.3102 4.1486 -0.5027 -0.6 0.4 0.4 -0.017
C -1.0061 4.2227 0.2991 -0.7 1.1 -1.4 -0.491
C -2.2571 4.2328 -0.5749 0.1 0.0 -1.5 -0.049
O -1.1460 3.1144 1.1028 0.5 -1.8 1.4 -0.058
H 0.4311 3.2330 -1.0815 -0.3 -0.2 0.3 0.070
H 1.1582 4.2590 0.1732 0.0 -0.1 -0.1 0.055
H 0.3403 4.9576 -1.2326 0.0 0.2 0.1 0.087
H -1.0641 5.0759 0.9749 0.6 0.6 -0.3 0.138
H -2.2592 3.3247 -1.1778 0.0 -0.4 0.2 0.062
H -2.2964 4.9915 -1.3565 0.2 0.5 0.3 0.080
H -3.2106 4.2593 -0.0473 0.2 0.1 0.4 0.084
H -2.0281 3.1788 1.4761 -0.1 -0.3 0.3 0.105
C -5.6759 -2.8873 2.9073 -0.4 0.6 0.5 -0.061
C -4.4055 -2.7950 2.0380 -1.1 -2.0 -0.2 -0.443
C -3.1219 -3.3197 2.6420 0.9 0.7 0.8 -0.069
O -4.6601 -3.8028 1.0412 -0.8 0.4 -0.3 -0.087
H -6.6198 -2.7536 2.3790 0.3 -0.2 -1.0 0.070
H -5.8333 -2.0981 3.6424 0.8 0.0 0.5 0.067
H -5.8079 -3.8558 3.3898 0.5 0.0 0.1 0.078
H -4.3279 -1.8108 1.5759 0.2 0.2 0.1 0.130
H -2.2923 -3.2595 1.9375 -0.1 0.2 -0.3 0.041
H -3.1863 -4.3851 2.8631 -0.4 0.1 0.2 0.088
H -2.7637 -2.7868 3.5228 -0.2 0.1 0.3 0.077
H -4.0681 -3.6425 0.3026 0.3 -0.1 -0.6 0.028
C 4.2408 -2.3523 3.3619 -0.1 2.5 -0.7 -0.064
C 2.8955 -2.9001 2.9054 1.4 -0.1 -0.8 -0.497
C 2.7322 -3.0797 1.3849 0.0 1.3 0.0 -0.042
O 2.9650 -4.1751 3.4329 -1.3 -2.3 1.2 -0.060
H 5.0780 -2.8556 2.8784 0.0 -0.4 0.4 0.083
H 4.3002 -2.2618 4.4465 0.1 -0.8 0.0 0.085
H 4.3860 -1.3082 3.0846 -0.1 0.4 -0.4 0.059
H 2.0786 -2.3403 3.3609 -0.1 -0.2 0.0 0.137
H 2.4627 -2.1343 0.9140 0.1 0.2 -0.1 0.059
H 1.9570 -3.7879 1.0921 0.0 -0.1 0.4 0.072
H 3.6827 -3.3926 0.9529 0.1 -0.1 0.0 0.079
H 3.6290 -4.6505 2.9282 0.0 -0.2 0.1 0.088
C 3.4396 2.6920 -1.7904 -1.6 -1.1 -0.7 -0.068
C 4.0851 3.9505 -1.3020 -0.7 -0.4 3.3 -0.487
C 4.0672 4.1367 0.3021 -0.2 -0.3 -1.2 -0.019
O 5.4071 3.9043 -1.6750 1.7 0.6 -0.7 -0.036
H 3.9026 1.7071 -1.7299 1.2 0.5 0.4 0.086
H 3.2968 2.8464 -2.8599 -0.4 -0.2 -0.2 0.079
H 2.4842 2.4214 -1.3409 -0.4 0.7 0.0 0.044
H 3.5824 4.8003 -1.7637 -0.2 0.2 0.1 0.131
H 4.8485 4.8198 0.6353 0.1 0.0 -0.3 0.074
H 4.2111 3.1945 0.8309 0.2 -0.2 -0.3 0.064
H 3.1260 4.5155 0.7006 -0.1 0.1 -0.4 0.038
H 5.4237 4.1666 -2.5983 0.4 -0.1 -0.1 0.096
C 2.9789 2.1434 4.2141 0.3 -0.5 0.6 -0.052
C 2.0707 2.3244 3.0120 -0.1 0.9 0.4 -0.492
C 1.9947 1.0951 2.1500 -0.3 -0.1 -0.6 -0.055
O 0.7719 2.7355 3.4481 0.3 -0.3 0.5 -0.044
H 3.0171 2.9703 4.9232 -0.3 0.3 -0.3 0.079
H 4.0123 1.9509 3.9260 0.0 0.1 -0.4 0.076
H 2.7191 1.2682 4.8097 -0.4 -0.1 0.0 0.079
H 2.4703 3.1635 2.4426 0.3 0.0 -0.3 0.105
H 1.4507 1.2958 1.2270 0.0 0.3 -0.2 0.056
H 1.3840 0.3257 2.6224 0.4 -0.2 0.4 0.077
H 2.9889 0.7583 1.8565 0.0 -0.3 0.2 0.081
H 0.2763 3.0279 2.6797 -0.3 -0.1 -0.3 0.043
C -1.2013 -3.7013 -2.7253 0.4 0.0 0.6 -0.036
C -2.0176 -4.2732 -1.5791 0.3 -0.3 0.2 -0.484
C -1.2652 -4.6545 -0.3242 0.9 -0.9 0.1 -0.052
O -3.0318 -3.3773 -1.2276 -1.3 0.3 0.0 -0.055
H -0.6427 -2.8618 -2.3114 0.0 0.3 -0.3 0.057
H -1.8737 -3.3708 -3.5170 0.1 0.0 0.0 0.077
H -0.4504 -4.3890 -3.1143 -0.2 -0.2 -0.1 0.084
H -2.4929 -5.1921 -1.9223 -0.3 0.0 -0.1 0.140
H -0.6167 -3.9131 0.1426 0.0 0.5 -0.4 0.068
H -0.6368 -5.5060 -0.5854 0.3 -0.1 0.1 0.081
H -1.9132 -5.0075 0.4780 -0.3 0.0 -0.3 0.073
H -2.7080 -2.4736 -1.2275 0.3 0.6 -0.1 0.058
C -0.8771 1.5094 -5.4275 1.2 0.2 0.0 -0.062
C -2.0498 0.9231 -4.7169 -0.5 -1.0 -2.3 -0.516
C -2.0158 -0.6120 -4.6944 0.3 0.4 0.4 -0.042
O -2.1433 1.4667 -3.4350 -0.3 0.2 0.8 -0.039
H -1.0003 2.5833 -5.5677 0.0 0.1 0.0 0.081
H -0.6830 1.0529 -6.3980 -0.1 0.0 0.0 0.088
H -0.0024 1.3669 -4.7930 0.3 0.0 -0.1 0.082
H -2.8834 1.2347 -5.3463 -0.7 -0.1 0.3 0.137
H -2.8503 -1.0262 -4.1286 0.1 0.0 0.2 0.085
H -1.0597 -0.9051 -4.2610 -0.1 -0.3 0.3 0.070
H -2.0460 -1.0820 -5.6774 0.0 0.4 -0.2 0.088
H -2.6315 2.2855 -3.5478 0.0 0.1 0.5 0.106
C -1.2257 -0.3092 0.8496 -0.3 -0.3 0.5 -0.023
C -1.1301 0.0666 -0.5923 1.6 0.2 -1.0 -0.438
C 0.2408 -0.3591 -1.2544 0.0 0.3 0.5 -0.019
O -2.1382 -0.5443 -1.3880 -0.2 -0.1 0.6 -0.067
H -0.2380 -0.3551 1.3083 -0.1 -0.3 0.0 0.061
H -1.7605 -1.2569 0.9135 0.3 -0.3 0.2 0.066
H -1.7937 0.4034 1.4477 -0.1 0.1 -0.2 0.081
H -1.3003 1.1403 -0.6713 0.4 0.2 -0.1 0.107
H 0.2280 -0.3147 -2.3434 -0.4 0.0 -0.1 0.060
H 0.5228 -1.3716 -0.9657 -0.3 -0.2 0.0 0.062
H 1.1287 0.2192 -0.9987 -0.2 0.5 0.5 0.052
H -2.0669 0.0277 -2.1556 -0.8 -0.1 -0.7 0.030
```
Positions in Å, forces in eV/Å.

The SMILES is CC(C)O.CC(C)O.CC(C)O.CC(C)O.CC(C)O.CC(C)O.CC(C)O.CC(C)O. The value obtained for the energy above the lowest of the compared OMol25 structures with the same formula, charge and spin is 242.2 kJ/mol.

Entry 3:
Entry from the Open Molecules 2025 dataset: C12H14O2Se in the gas phase (ωB97M-V/def2-TZVPD).

```
29
Properties=species:S:1:pos:R:3:forces:R:3:lowdin_charge:R:1
C -0.1056 3.5687 0.2750 0.5 -2.3 0.0 0.099
C -0.5759 2.3112 0.4554 4.1 -1.1 -0.8 -0.174
C 0.5803 1.0392 0.4800 0.6 3.3 2.3 -0.464
Se -0.0125 -0.4504 -0.4861 0.5 -2.3 -1.7 1.066
C 1.7500 -1.2052 -1.0701 -1.1 2.3 0.8 -0.467
C 1.9845 -1.6108 -2.3547 2.0 -0.6 0.4 -0.115
C 3.2534 -2.0660 -2.7922 -3.1 0.8 1.6 -0.080
C 4.2608 -2.0516 -1.9009 3.2 -1.4 0.4 -0.112
C 4.0955 -1.4561 -0.6641 -2.5 1.2 0.3 -0.080
C 2.8354 -0.9828 -0.2383 0.9 -0.9 0.4 -0.125
C -1.9902 1.9283 0.5150 2.1 0.0 1.3 -0.536
O -2.8598 2.7147 0.6518 -2.0 1.1 -0.4 0.150
O -2.1148 0.6005 0.5938 0.6 1.2 -0.3 -0.154
C -3.4138 0.1670 0.4776 -2.4 -0.2 2.4 -0.246
C -4.1928 0.1458 1.8369 1.5 2.6 0.3 -0.051
H 0.9679 3.7569 0.1482 -0.4 -0.3 0.2 0.076
H -0.7101 4.4195 0.1649 -1.1 0.8 0.0 0.056
H 1.5612 1.4474 -0.0156 -1.9 -0.7 1.1 0.092
H 0.7917 0.7419 1.6229 -0.4 0.9 -2.5 0.105
H 1.2797 -1.6873 -3.0963 -2.2 0.1 -1.2 0.073
H 3.1339 -2.4747 -3.7382 1.1 -0.9 -1.7 0.086
H 5.2153 -2.6259 -2.0955 -0.9 1.1 0.0 0.126
H 4.8297 -1.1603 0.0090 1.9 -0.4 0.8 0.079
H 2.7319 -0.5468 0.7881 0.1 -0.4 -1.2 0.111
H -4.0471 0.7925 -0.1483 0.5 -0.1 -0.6 0.129
H -3.3170 -0.8373 0.1902 -0.2 -1.3 -1.0 0.105
H -4.1758 1.2554 2.3088 -0.3 -2.7 -1.1 0.127
H -5.1673 -0.1503 1.5236 -1.1 0.0 0.3 0.053
H -3.8013 -0.5731 2.5638 0.1 0.2 -0.2 0.068
```
Positions in Å, forces in eV/Å.

The SMILES is C=C(C[Se]c1ccccc1)C(=O)OCC. The value obtained for the energy above the lowest of the compared OMol25 structures with the same formula, charge and spin is 142.9 kJ/mol.

- What is the formula in the second record?
  C24H64O8